{"formula": "C3H8O2S", "method": "ωB97M-V/def2-TZVPD", "elements": ["O", "C", "C", "C", "S", "H", "H", "H", "H", "H", "H", "H", "H", "O"], "coordinates": [[-1.55, -1.71, 0.12], [-1.19, -0.48, -0.08], [-0.27, 0.23, 0.74], [0.37, 1.58, 0.37], [1.70, 1.85, 1.69], [-1.92, -0.04, -0.80], [-0.91, 0.41, 1.66], [0.60, -0.43, 0.97], [-0.43, 2.30, 0.45], [0.74, 1.39, -0.61], [2.54, 2.50, 0.90], [-0.13, -3.16, -4.08], [-0.72, -3.20, -2.71], [-1.01, -2.96, -3.73]], "homo_ev": [0.33, -3.47], "gap_ha": [0.1038, 0.2403], "spin_multiplicity": 2, "total_charge": -1, "lumo_energy_ha": [0.1160, 0.1126], "relative_energy_kcal_mol": 34.3, "energy_ev": -18168.57071}